No. 1
H18O9 | ωB97M-V/def2-TZVPD

```
27
Properties=species:S:1:pos:R:3
O -3.776 2.236 -3.364
H -4.523 1.668 -3.177
H -3.826 2.395 -4.306
O -6.487 -0.925 -0.740
H -7.440 -0.863 -0.795
H -6.270 -1.725 -1.219
O -8.268 2.545 -2.013
H -7.454 2.126 -1.734
H -7.987 3.360 -2.431
O -5.777 -0.657 2.071
H -5.885 -1.153 1.259
H -6.671 -0.469 2.358
O -4.413 4.440 -1.741
H -5.051 3.791 -1.443
H -3.966 4.019 -2.474
O -2.825 0.013 1.277
H -3.646 0.446 1.511
H -2.601 -0.511 2.047
O -2.319 1.989 -0.952
H -2.573 1.852 -1.865
H -2.534 1.164 -0.517
O -5.327 1.794 -1.131
H -4.611 2.072 -0.561
H -5.598 0.946 -0.780
O -8.430 2.279 1.286
H -8.233 2.918 1.970
H -7.620 1.779 1.185
```

Results
Multiplicity: 2
Net charge: -1
Energy relative to the best compared isomer or geometry (same formula, charge and spin) (kcal/mol): 7.0
Orbital gap (spin up / spin down) (eV): 2.84 / 10.74
Lowest unoccupied orbital energy (spin up / spin down) (eV): 2.9 / 2.8

Results of the natural (NBO) charge analysis, in e, for atoms 1 through 8: atom 1 (O): -1.002, atom 2 (H): 0.496, atom 3 (H): 0.471, atom 4 (O): -1.451, atom 5 (H): 0.401, atom 6 (H): 0.356, atom 7 (O): -0.962, atom 8 (H): 0.480

=====

No. 2
H18O9 | ωB97M-V/def2-TZVPD

```
27
Properties=species:S:1:pos:R:3
O 18.312 -3.642 -28.135
H 18.623 -2.723 -28.133
H 17.469 -3.750 -28.569
O 15.932 -7.710 -28.691
H 15.289 -7.645 -27.946
H 15.678 -7.138 -29.390
O 18.157 -6.372 -27.952
H 18.214 -5.502 -28.364
H 17.653 -6.960 -28.496
O 17.620 -10.080 -28.213
H 18.420 -10.241 -28.741
H 17.067 -9.490 -28.677
O 17.208 -7.885 -25.904
H 17.639 -8.700 -26.070
H 17.375 -7.368 -26.675
O 16.188 -4.733 -26.041
H 15.462 -5.317 -25.872
H 16.359 -4.766 -26.967
O 19.137 -3.091 -25.675
H 18.840 -3.804 -25.173
H 19.025 -3.355 -26.603
O 19.850 -6.671 -25.928
H 20.742 -6.309 -26.041
H 19.501 -6.708 -26.845
O 15.986 -4.043 -29.211
H 15.873 -3.103 -29.014
H 15.506 -4.270 -29.974
```

Results
Structure (SMILES): O.O.O.O.O.O.O.O.O
Energy relative to the best compared isomer or geometry (same formula, charge and spin) (kcal/mol): 70.4
Orbital gap (eV): 9.40
Lowest unoccupied orbital energy (eV): -0.7

Results of the natural (NBO) charge analysis, in e, for atoms 1 through 8: atom 1 (O): -0.990, atom 2 (H): 0.498, atom 3 (H): 0.490, atom 4 (O): -0.971, atom 5 (H): 0.512, atom 6 (H): 0.476, atom 7 (O): -0.983, atom 8 (H): 0.500

=====

No. 3
H18O9 | ωB97M-V/def2-TZVPD

```
27
Properties=species:S:1:pos:R:3
O 0.395 -1.315 -0.117
H 1.124 -0.732 0.143
H -0.432 -0.922 -0.194
O -3.607 -0.868 -3.146
H -2.725 -1.050 -2.734
H -4.201 -1.020 -2.420
O 3.892 1.807 2.647
H 3.506 1.152 2.169
H 3.287 2.225 3.224
O -3.788 0.602 0.574
H -3.868 0.174 -0.281
H -4.652 0.895 0.783
O -0.094 1.352 -2.609
H -0.564 0.731 -1.964
H -0.190 2.231 -2.359
O -0.260 3.239 -0.019
H -0.381 4.019 -0.524
H -0.777 3.455 0.774
O 2.356 1.660 0.389
H 2.792 0.849 0.440
H 2.168 1.988 1.271
O 3.123 -2.258 2.671
H 3.315 -2.605 1.711
H 4.006 -2.364 3.047
O -1.496 -4.817 -1.241
H -2.186 -4.241 -0.914
H -0.743 -4.186 -1.322
```

Results
Structure (SMILES): O.O.O.O.O.O.O.O.O
Energy relative to the best compared isomer or geometry (same formula, charge and spin) (kcal/mol): 98.9
Orbital gap (eV): 10.93
Lowest unoccupied orbital energy (eV): -0.2

Results of the natural (NBO) charge analysis, in e, for atoms 1 through 8: atom 1 (O): -0.960, atom 2 (H): 0.490, atom 3 (H): 0.469, atom 4 (O): -0.918, atom 5 (H): 0.465, atom 6 (H): 0.454, atom 7 (O): -0.923, atom 8 (H): 0.455

=====

No. 4
H18O9 | ωB97M-V/def2-TZVPD

```
27
Properties=species:S:1:pos:R:3
O 15.362 -19.717 -8.209
H 15.895 -20.452 -8.556
H 14.925 -20.021 -7.396
O 12.789 -21.845 -11.947
H 13.638 -21.461 -12.175
H 12.220 -21.143 -12.341
O 14.207 -22.380 -9.640
H 13.759 -22.101 -10.417
H 15.098 -22.491 -9.883
O 11.933 -21.773 -7.299
H 12.259 -21.536 -8.148
H 11.824 -22.714 -7.342
O 11.922 -24.234 -8.377
H 11.209 -23.983 -8.908
H 12.703 -24.208 -8.979
O 14.864 -20.308 -12.045
H 15.546 -19.913 -12.556
H 14.874 -19.890 -11.184
O 12.767 -19.742 -9.401
H 13.565 -20.213 -9.106
H 11.980 -20.335 -9.564
O 17.006 -21.766 -8.981
H 17.299 -21.153 -9.663
H 17.474 -21.511 -8.158
O 14.505 -22.498 -6.795
H 13.683 -21.989 -6.843
H 14.899 -22.460 -7.647
```

Results
Structure (SMILES): O.O.O.O.O.O.O.O.O
Energy relative to the best compared isomer or geometry (same formula, charge and spin) (kcal/mol): 53.6
Orbital gap (eV): 10.30
Lowest unoccupied orbital energy (eV): -0.3

Results of the natural (NBO) charge analysis, in e, for atoms 1 through 8: atom 1 (O): -0.986, atom 2 (H): 0.473, atom 3 (H): 0.492, atom 4 (O): -0.978, atom 5 (H): 0.492, atom 6 (H): 0.480, atom 7 (O): -0.989, atom 8 (H): 0.495

=====

No. 5
H18O9 | ωB97M-V/def2-TZVPD

```
27
Properties=species:S:1:pos:R:3
O -0.579 0.189 -1.597
H -1.040 -0.288 -0.898
H 0.073 0.721 -1.126
O -0.733 -1.812 -0.045
H -0.663 -2.054 -0.975
H -1.419 -2.395 0.299
O 2.986 -0.088 1.367
H 2.689 0.313 2.191
H 3.934 0.089 1.348
O -2.163 1.340 0.930
H -1.384 1.472 0.377
H -1.889 1.654 1.799
O 2.268 -1.772 -1.355
H 3.084 -2.128 -0.986
H 2.540 -0.947 -1.773
O -3.686 2.301 -0.807
H -3.152 1.591 -1.180
H -3.327 2.423 0.079
O -4.212 -2.013 -0.098
H -3.786 -1.155 -0.210
H -4.676 -1.936 0.744
O 4.099 1.284 -1.082
H 4.062 1.910 -1.814
H 4.832 1.599 -0.541
O 1.089 -0.225 1.811
H 0.568 -0.082 1.013
H 0.489 0.010 2.528
```

Results
Structure (SMILES): O.O.O.O.O.O.O.O.O
Energy relative to the best compared isomer or geometry (same formula, charge and spin) (kcal/mol): 103.2
Orbital gap (eV): 10.41
Lowest unoccupied orbital energy (eV): 0.0

Results of the natural (NBO) charge analysis, in e, for atoms 1 through 8: atom 1 (O): -0.958, atom 2 (H): 0.481, atom 3 (H): 0.457, atom 4 (O): -0.954, atom 5 (H): 0.492, atom 6 (H): 0.487, atom 7 (O): -0.919, atom 8 (H): 0.477

=====

No. 6
H18O9 | ωB97M-V/def2-TZVPD

```
27
Properties=species:S:1:pos:R:3
O 0.356 -0.428 -0.163
H 0.517 -0.117 0.817
H -0.583 -0.700 -0.234
O 3.769 0.568 2.824
H 3.152 -0.070 2.609
H 4.105 0.227 3.678
O 0.444 -3.989 -1.683
H 0.810 -4.441 -2.458
H 0.874 -3.198 -1.777
O -0.189 4.373 -0.837
H 0.076 4.076 -1.717
H 0.448 3.839 -0.298
O -3.427 -0.675 0.333
H -3.780 -0.192 1.101
H -2.615 -0.911 0.712
O -5.546 1.521 -0.048
H -4.647 1.188 -0.159
H -5.394 1.816 0.827
O 2.755 1.187 -0.180
H 2.872 0.594 0.573
H 1.995 1.673 0.105
O -0.983 -2.706 1.394
H -0.856 -2.300 0.604
H -1.947 -2.774 1.621
O 2.862 0.282 -2.346
H 2.258 -0.014 -3.076
H 2.676 1.171 -2.221
```

Results
Structure (SMILES): O.O.O.O.O.O.O.O.O
Energy relative to the best compared isomer or geometry (same formula, charge and spin) (kcal/mol): 109.7
Orbital gap (eV): 10.16
Lowest unoccupied orbital energy (eV): -0.3

Results of the natural (NBO) charge analysis, in e, for atoms 1 through 8: atom 1 (O): -0.929, atom 2 (H): 0.474, atom 3 (H): 0.456, atom 4 (O): -0.926, atom 5 (H): 0.452, atom 6 (H): 0.475, atom 7 (O): -0.923, atom 8 (H): 0.463

=====

No. 7
H18O9 | ωB97M-V/def2-TZVPD

```
27
Properties=species:S:1:pos:R:3
O 13.008 0.172 -12.753
H 12.190 0.377 -12.300
H 13.126 0.894 -13.371
O 16.546 1.388 -8.372
H 16.798 0.524 -8.044
H 17.057 2.003 -7.845
O 15.043 -0.604 -11.054
H 14.441 -0.291 -11.730
H 14.907 -0.009 -10.317
O 12.183 -2.726 -12.839
H 12.541 -1.839 -12.799
H 11.304 -2.614 -13.202
O 13.301 -0.513 -6.998
H 13.747 -0.289 -7.815
H 14.010 -0.685 -6.378
O 12.837 1.619 -9.021
H 12.474 1.855 -9.875
H 13.523 2.268 -8.865
O 17.684 -0.135 -11.741
H 17.969 -0.762 -11.076
H 16.732 -0.097 -11.643
O 15.039 3.274 -9.287
H 15.466 2.458 -9.023
H 14.891 3.173 -10.228
O 15.959 -3.355 -13.159
H 15.256 -3.989 -13.302
H 15.565 -2.681 -12.605
```

Results
Structure (SMILES): O.O.O.O.O.O.O.O.O
Energy relative to the best compared isomer or geometry (same formula, charge and spin) (kcal/mol): 57.4
Orbital gap (eV): 10.35
Lowest unoccupied orbital energy (eV): -0.4

Results of the natural (NBO) charge analysis, in e, for atoms 1 through 8: atom 1 (O): -0.959, atom 2 (H): 0.488, atom 3 (H): 0.494, atom 4 (O): -0.955, atom 5 (H): 0.492, atom 6 (H): 0.492, atom 7 (O): -0.971, atom 8 (H): 0.494

=====

No. 8
H18O9 | ωB97M-V/def2-TZVPD

```
27
Properties=species:S:1:pos:R:3
O 0.396 -2.837 3.494
H 0.812 -2.560 2.661
H 0.682 -3.746 3.626
O 1.560 -0.128 2.775
H 2.504 -0.137 2.589
H 1.148 -0.323 1.929
O 1.470 -2.606 0.963
H 1.638 -2.675 0.013
H 2.213 -3.068 1.376
O -0.440 2.221 -2.487
H -0.997 2.476 -1.734
H 0.289 2.852 -2.480
O -0.320 -0.599 -0.440
H -0.619 0.228 -0.032
H 0.236 -1.007 0.230
O -2.671 2.800 -0.656
H -3.255 3.392 -0.170
H -2.952 1.911 -0.398
O -2.214 -1.731 -2.049
H -1.557 -1.641 -1.328
H -1.689 -1.876 -2.842
O -0.434 1.857 0.979
H -0.706 2.672 0.538
H -0.125 2.132 1.851
O 1.723 0.513 -3.071
H 0.890 0.852 -2.684
H 2.419 1.027 -2.651
```

Results
Structure (SMILES): O.O.O.O.O.O.O.O.O
Energy relative to the best compared isomer or geometry (same formula, charge and spin) (kcal/mol): 55.7
Orbital gap (eV): 10.39
Lowest unoccupied orbital energy (eV): 0.0

Results of the natural (NBO) charge analysis, in e, for atoms 1 through 8: atom 1 (O): -0.944, atom 2 (H): 0.477, atom 3 (H): 0.456, atom 4 (O): -0.931, atom 5 (H): 0.467, atom 6 (H): 0.464, atom 7 (O): -0.975, atom 8 (H): 0.500

=====

No. 9
H18O9 | ωB97M-V/def2-TZVPD

```
27
Properties=species:S:1:pos:R:3
O 0.414 -0.756 0.584
H 1.315 -0.876 0.264
H 0.147 0.096 0.220
O 5.815 -0.507 1.851
H 5.778 -1.432 1.582
H 4.930 -0.174 1.669
O -2.718 -2.375 3.437
H -3.377 -2.311 2.737
H -2.020 -2.918 3.054
O -1.261 -2.818 -0.545
H -0.804 -2.110 -0.078
H -0.907 -2.776 -1.440
O -1.602 2.871 1.543
H -0.957 2.366 1.035
H -1.071 3.526 2.011
O -1.894 0.760 -2.006
H -1.864 0.853 -2.965
H -1.171 1.316 -1.694
O -3.336 1.129 -0.770
H -3.684 0.745 0.042
H -4.071 1.074 -1.390
O 2.041 -2.399 -2.767
H 1.797 -2.979 -3.498
H 2.622 -2.941 -2.222
O 2.207 3.921 -0.316
H 2.034 4.738 -0.797
H 1.634 3.979 0.457
```

Results
Structure (SMILES): O.O.O.O.O.O.O.O.O
Energy relative to the best compared isomer or geometry (same formula, charge and spin) (kcal/mol): 109.8
Orbital gap (eV): 9.20
Lowest unoccupied orbital energy (eV): -0.2

Results of the natural (NBO) charge analysis, in e, for atoms 1 through 8: atom 1 (O): -0.939, atom 2 (H): 0.478, atom 3 (H): 0.473, atom 4 (O): -0.932, atom 5 (H): 0.466, atom 6 (H): 0.466, atom 7 (O): -0.940, atom 8 (H): 0.469

=====

- Which value of energy relative to the best compared isomer or geometry (same formula, charge and spin) does entry 3 give?
  98.9 kcal/mol

=====

- Look up the energy relative to the best compared isomer or geometry (same formula, charge and spin) of the fourth one.
  53.6 kcal/mol

=====

- Look up the energy relative to the best compared isomer or geometry (same formula, charge and spin) of the second one.
  70.4 kcal/mol

=====

- What is the formula in the fifth record?
  H18O9